Record 1
This record from OMol25 describes a cluster of 2 separate species, C6H14NO in total. The level of theory is ωB97M-V/def2-TZVPD.

Its expectation value of S² is 0.754. The frontier orbital gap (alpha / beta) comes out at 11.278 / 8.056 eV. The calculation puts the energy above the lowest of the compared OMol25 structures with the same formula, charge and spin at 2.81 kJ/mol. As for the lowest unoccupied orbital energy (alpha / beta): -8.61 / -11.84 eV.

ORCA input file:
```
! wB97M-V def2-TZVPD RIJCOSX def2/J DEFGRID3
* xyz 2 2
C -0.533 1.123 -2.909
C -0.402 1.716 -1.523
C 1.300 1.524 0.255
N 0.801 1.112 -0.841
H 0.403 1.271 -3.453
H -0.809 0.071 -2.890
H -1.239 1.706 -3.493
H -0.239 2.791 -1.526
H -1.238 1.478 -0.863
H 2.227 1.095 0.614
H 0.830 2.364 0.757
H 1.095 0.200 -1.187
C -0.666 -0.308 2.284
C 0.055 -1.372 1.706
O 1.336 -1.228 1.485
C -0.589 -2.658 1.331
H -1.732 -0.393 2.449
H -0.157 0.586 2.626
H 1.723 -2.128 1.486
H -1.608 -2.726 1.697
H -0.552 -2.738 0.240
H -0.007 -3.485 1.755
*
```


Record 2
This record from OMol25 describes the ion C6H14NO4 with charge +1. The level of theory is ωB97M-V/def2-TZVPD.

The frontier orbital gap comes out at 10.529 eV. The calculation puts the energy above the lowest of the compared OMol25 structures with the same formula, charge and spin at 0.00 kJ/mol. Its SMILES is O[C@H]([NH+]1CCCC1)C(O)(O)O. As for the lowest unoccupied orbital energy: -2.84 eV.

ORCA input file:
```
! wB97M-V def2-TZVPD RIJCOSX def2/J DEFGRID3
* xyz 1 1
O -2.375 -0.392 0.319
C -1.105 -0.208 0.682
N -0.162 -0.398 -0.420
C 1.259 0.197 -0.013
C 1.591 1.165 -1.165
C 0.281 1.642 -1.771
C -0.553 0.362 -1.683
C -0.602 -1.294 2.118
O -1.704 -1.336 2.890
O 0.505 -0.723 2.731
O -0.201 -2.384 1.325
H -3.185 0.095 0.722
H -0.989 0.697 1.131
H -0.091 -1.371 -0.581
H 1.941 -0.638 -0.022
H 1.112 0.595 1.048
H 2.167 0.624 -1.858
H 2.176 2.161 -0.895
H -0.253 2.403 -1.251
H 0.330 1.859 -2.844
H -1.632 0.312 -1.820
H -0.320 -0.397 -2.406
H -2.443 -1.527 2.265
H 0.288 -0.579 3.721
H 0.104 -3.141 1.796
*
```


Record 3
This record from OMol25 describes a structure of composition C6H14NO4S2. The level of theory is ωB97M-V/def2-TZVPD.

The frontier orbital gap comes out at 9.226 eV. The calculation puts the energy above the lowest of the compared OMol25 structures with the same formula, charge and spin at 0.00 kJ/mol. As for the lowest unoccupied orbital energy: 3.41 eV.

ORCA input file:
```
! wB97M-V def2-TZVPD RIJCOSX def2/J DEFGRID3
* xyz -1 1
C 4.184 -1.001 0.297
C 3.507 0.350 0.338
S 2.150 0.422 -0.831
O 2.723 0.970 -2.036
O 1.620 -0.907 -1.029
N 1.100 1.502 -0.264
S 0.050 0.836 0.763
O 0.684 -0.104 1.666
O -0.656 1.867 1.472
C -1.143 -0.083 -0.224
C -2.581 0.366 -0.001
C -3.283 -0.485 1.047
C -3.316 0.139 -1.347
H 4.943 -1.039 1.074
H 3.458 -1.785 0.468
H 4.653 -1.170 -0.665
H 4.213 1.116 0.044
H 3.102 0.605 1.309
H -1.054 -1.122 0.061
H -0.843 0.005 -1.255
H -2.646 1.426 0.210
H -2.954 -0.266 2.057
H -4.353 -0.319 0.972
H -3.091 -1.524 0.803
H -3.020 0.913 -2.044
H -3.060 -0.854 -1.707
H -4.388 0.142 -1.176
*
```


Record 4
This record from OMol25 describes the ion C6H14NO7 with charge +1. The level of theory is ωB97M-V/def2-TZVPD.

The frontier orbital gap comes out at 8.753 eV. The calculation puts the energy above the lowest of the compared OMol25 structures with the same formula, charge and spin at 286.84 kJ/mol. As for the lowest unoccupied orbital energy: -3.06 eV.

ORCA input file:
```
! wB97M-V def2-TZVPD RIJCOSX def2/J DEFGRID3
* xyz 1 1
C -0.093 -0.109 -0.272
C -0.274 -1.521 0.360
C 0.847 0.858 0.608
C 0.415 0.954 2.149
C 0.437 -0.012 -1.704
C -1.453 0.617 -0.322
N -0.420 -2.596 -0.743
O 1.062 -1.888 1.002
O 2.161 0.306 0.646
O 1.094 2.040 -0.019
O -0.074 2.062 2.693
O 0.506 -0.087 2.725
O -2.344 -0.115 -1.129
O -1.381 2.081 -0.639
H -0.522 -0.319 -2.277
H 1.331 -0.719 -1.813
H 0.674 1.072 -1.939
H -1.872 0.712 0.782
H 0.160 -2.423 -1.565
H -1.458 -2.530 -1.087
H -0.193 -3.513 -0.277
H 1.785 -1.630 0.315
H 2.749 0.862 0.160
H 0.299 2.590 -0.072
H -0.196 1.977 3.649
H 1.168 -1.222 1.809
H -3.157 0.312 -1.410
H -1.251 2.239 -1.629
*
```


Record 5
This record from OMol25 describes the ion C6H14NOSi with charge +1. The level of theory is ωB97M-V/def2-TZVPD.

The frontier orbital gap (alpha / beta) comes out at 8.307 / 7.882 eV. The calculation puts the energy above the lowest of the compared OMol25 structures with the same formula, charge and spin at 343.37 kJ/mol. As for the lowest unoccupied orbital energy (alpha / beta): -5.44 / -5.68 eV.

ORCA input file:
```
! wB97M-V def2-TZVPD RIJCOSX def2/J DEFGRID3
* xyz 1 1
C -1.429 -0.753 0.169
C 0.090 1.014 -0.584
C -2.421 -1.728 0.633
C -2.302 1.503 0.082
C 2.208 0.008 1.575
C 2.742 -0.313 -1.759
N -1.173 0.480 0.038
O 0.616 -1.592 -0.243
Si 1.532 -0.260 -0.174
H -0.102 1.041 -1.612
H 0.299 2.046 -0.095
H -1.994 -2.556 1.253
H -2.918 -2.080 -0.256
H -3.309 -1.273 1.061
H -2.331 1.800 1.127
H -3.166 1.072 -0.307
H -1.929 2.137 -0.710
H 3.223 -0.050 1.667
H 1.902 0.969 1.978
H 1.695 -0.652 2.379
H 2.482 0.574 -2.341
H 3.726 -0.311 -1.396
H 2.559 -1.079 -2.482
*
```


Record 6
This record from OMol25 describes an isolated molecule of C6H14NPS. The level of theory is ωB97M-V/def2-TZVPD.

The frontier orbital gap comes out at 7.647 eV. The calculation puts the energy above the lowest of the compared OMol25 structures with the same formula, charge and spin at 100.72 kJ/mol. Its SMILES is C=P(C)(C)/N=C(/C)SC. As for the lowest unoccupied orbital energy: 0.57 eV.

ORCA input file:
```
! wB97M-V def2-TZVPD RIJCOSX def2/J DEFGRID3
* xyz 0 1
C -1.556 2.183 1.377
P -1.359 0.485 0.986
C -0.502 -0.232 2.421
C -2.490 -0.904 0.365
N -0.404 0.565 -0.338
C 0.538 0.090 -0.973
C 1.068 0.717 -2.254
S 1.576 -1.210 -0.252
C 3.048 -1.184 -1.321
H -2.043 2.702 0.666
H -2.109 2.271 2.322
H -0.453 -1.366 2.295
H 0.429 0.374 2.604
H -1.085 0.021 3.329
H -1.821 -1.799 0.425
H -3.235 -1.235 1.086
H -2.672 -0.744 -0.599
H 2.048 0.996 -2.049
H 0.441 1.589 -2.570
H 0.879 0.186 -3.181
H 3.569 -2.095 -0.948
H 3.578 -0.153 -1.109
H 2.555 -1.254 -2.281
*
```


Record 7
This record from OMol25 describes a cluster of 2 separate species, C6H14NS in total. The level of theory is ωB97M-V/def2-TZVPD.

The frontier orbital gap comes out at 6.249 eV. The calculation puts the energy above the lowest of the compared OMol25 structures with the same formula, charge and spin at 76.85 kJ/mol. As for the lowest unoccupied orbital energy: 3.85 eV.

ORCA input file:
```
! wB97M-V def2-TZVPD RIJCOSX def2/J DEFGRID3
* xyz -1 1
C 2.638 0.351 -2.497
C 1.355 -0.431 -2.237
C 0.684 -0.068 -0.901
S 1.724 -0.394 0.553
H 2.431 1.429 -2.517
H 3.062 0.115 -3.477
H 3.344 0.163 -1.693
H 0.652 -0.230 -3.057
H 1.578 -1.502 -2.209
H -0.228 -0.671 -0.844
H 0.372 0.981 -0.954
C -2.529 1.434 0.720
C -1.580 0.701 1.314
N -1.751 -0.562 1.813
C -0.880 -1.124 2.819
H -3.546 1.067 0.619
H -2.318 2.418 0.330
H -0.553 1.042 1.400
H -2.586 -1.059 1.543
H -0.287 -1.968 2.468
H -0.152 -0.350 3.065
H -1.432 -1.341 3.743
*
```


Record 8
This record from OMol25 describes the ion C6H14NS with charge +1. The level of theory is ωB97M-V/def2-TZVPD.

The frontier orbital gap comes out at 10.534 eV. The calculation puts the energy above the lowest of the compared OMol25 structures with the same formula, charge and spin at 173.55 kJ/mol. Its SMILES is C[C@@H]1C[NH2+]C[C@]1(C)S. As for the lowest unoccupied orbital energy: -3.07 eV.

ORCA input file:
```
! wB97M-V def2-TZVPD RIJCOSX def2/J DEFGRID3
* xyz 1 1
C -0.304 1.860 0.922
C -0.440 0.677 -0.008
C -1.446 -0.320 0.696
N -0.878 -1.776 0.484
C -0.047 -1.470 -0.760
C 0.709 -0.195 -0.463
C 1.412 0.276 -1.696
S 1.749 -0.604 1.031
H 0.217 1.844 1.897
H -1.394 2.028 1.202
H 0.208 2.626 0.488
H -0.787 1.216 -0.838
H -1.551 -0.207 1.707
H -2.413 -0.111 0.373
H -0.126 -1.805 1.204
H -1.637 -2.457 0.389
H -0.643 -1.312 -1.627
H 0.596 -2.284 -0.864
H 2.192 1.036 -1.515
H 0.707 0.845 -2.222
H 2.051 -0.563 -2.105
H 1.826 0.695 1.705
*
```


Repeat the fifth record exactly.
This record from OMol25 describes the ion C6H14NOSi with charge +1. The level of theory is ωB97M-V/def2-TZVPD.

The frontier orbital gap (alpha / beta) comes out at 8.307 / 7.882 eV. The calculation puts the energy above the lowest of the compared OMol25 structures with the same formula, charge and spin at 343.37 kJ/mol. As for the lowest unoccupied orbital energy (alpha / beta): -5.44 / -5.68 eV.

ORCA input file:
```
! wB97M-V def2-TZVPD RIJCOSX def2/J DEFGRID3
* xyz 1 1
C -1.429 -0.753 0.169
C 0.090 1.014 -0.584
C -2.421 -1.728 0.633
C -2.302 1.503 0.082
C 2.208 0.008 1.575
C 2.742 -0.313 -1.759
N -1.173 0.480 0.038
O 0.616 -1.592 -0.243
Si 1.532 -0.260 -0.174
H -0.102 1.041 -1.612
H 0.299 2.046 -0.095
H -1.994 -2.556 1.253
H -2.918 -2.080 -0.256
H -3.309 -1.273 1.061
H -2.331 1.800 1.127
H -3.166 1.072 -0.307
H -1.929 2.137 -0.710
H 3.223 -0.050 1.667
H 1.902 0.969 1.978
H 1.695 -0.652 2.379
H 2.482 0.574 -2.341
H 3.726 -0.311 -1.396
H 2.559 -1.079 -2.482
*
```